[1]
Entry from the Open Molecules 2025 dataset: C25H34N8OS4Sn as an isolated structure at a distorted geometry (the ωB97M-V functional and the def2-TZVPD basis).

Computed properties:
Frontier orbital gap ... 6.7 eV

```
73
Properties=species:S:1:pos:R:3:forces:R:3:mulliken_charge:R:1
Sn 0.17909 -0.14170 0.33748 0.084 -0.155 -0.118 0.899
C -3.01359 -0.18254 -2.16227 0.081 -0.174 0.112 -1.002
C -2.86555 -1.30602 -1.14170 -0.115 0.158 -0.293 -0.928
N -2.59853 -0.79714 0.19692 0.014 -0.476 0.462 0.170
C -3.70442 -0.10920 0.84006 -0.143 0.108 -0.019 -1.000
C -3.84521 1.39925 0.56608 0.262 0.252 0.002 -0.998
S -2.34923 2.37394 0.17106 -0.277 0.320 -0.124 0.073
C -2.69310 2.86938 -1.55886 0.079 -0.189 0.438 -0.968
C -1.97042 1.98579 -2.58454 -0.119 0.070 -0.071 -0.587
N -1.83545 0.64152 -2.09687 0.012 -0.140 -0.650 0.589
H -3.88985 0.42084 -1.91404 -0.046 0.009 -0.081 0.370
H -3.19415 -0.61830 -3.16423 -0.071 0.054 0.202 0.501
H -1.99168 -1.90062 -1.41113 -0.045 -0.202 -0.068 0.102
H -3.76400 -1.94626 -1.16330 0.144 -0.005 -0.005 0.453
H -2.35874 -1.60825 0.76246 0.035 0.069 -0.038 0.296
H -3.58778 -0.23620 1.91831 -0.075 -0.062 -0.120 0.410
H -4.66936 -0.56722 0.55558 0.088 -0.004 0.160 0.224
H -4.26286 1.86332 1.46053 -0.131 -0.066 -0.053 0.578
H -4.53634 1.57940 -0.25250 -0.115 0.025 0.020 0.518
H -2.35461 3.90135 -1.64753 -0.127 0.063 -0.057 0.531
H -3.77623 2.85569 -1.67892 -0.005 0.095 -0.081 0.409
H -0.96514 2.37553 -2.73374 -0.202 -0.071 -0.090 0.257
H -2.51416 2.05448 -3.54618 0.074 0.026 0.080 0.312
H -1.03397 0.17220 -2.50400 0.129 0.072 0.096 -0.033
N 3.05432 -0.56638 -3.36961 0.031 0.226 0.172 -0.109
C 2.61384 -1.84001 -3.62971 -0.603 -0.413 0.070 0.296
C 3.23639 -2.95939 -4.15436 0.214 0.001 0.002 -1.172
C 2.48971 -4.11759 -4.21633 0.150 0.020 -0.058 -0.414
C 1.16173 -4.15511 -3.78602 -0.195 -0.103 -0.026 -0.826
C 0.52824 -3.04166 -3.27935 0.191 0.080 -0.049 0.144
C 1.26911 -1.86669 -3.19086 0.823 -0.278 -0.477 0.014
N 0.93709 -0.64388 -2.67894 -0.141 0.551 0.077 -0.124
C 2.01316 0.09628 -2.77814 -0.197 -0.615 -0.247 0.394
C 2.10117 1.43937 -2.26667 0.726 0.877 0.123 -0.299
C 3.20914 2.23949 -2.19145 -0.163 0.020 0.154 -0.474
S 2.81850 3.71867 -1.41660 -0.147 -0.231 -0.219 -0.159
C 1.18745 3.16777 -1.27825 0.617 0.457 -0.136 -0.339
N 0.97455 1.99998 -1.74762 -0.523 -0.275 -0.282 0.306
H 3.98454 -0.21093 -3.51193 -0.104 -0.038 0.027 0.212
H 4.27012 -2.93411 -4.46597 0.087 -0.042 -0.069 0.394
H 2.94839 -5.01931 -4.59336 0.023 -0.075 -0.048 0.387
H 0.62952 -5.09238 -3.83982 -0.089 -0.079 -0.007 0.428
H -0.48533 -3.08393 -2.91825 -0.150 -0.003 0.040 0.254
H 4.21456 2.05276 -2.51524 0.168 -0.115 -0.061 0.388
H 0.43329 3.77219 -0.82056 -0.243 0.226 0.184 0.378
C 1.43032 -4.75097 1.56120 0.013 0.012 0.042 -1.704
C 1.20312 -3.26421 1.53515 -0.168 0.199 -0.094 0.382
S 0.51967 -2.64928 0.03098 -0.040 -0.159 0.072 -0.237
C 1.48583 -2.47389 2.57549 -0.038 0.523 0.005 0.634
C 2.05883 -2.93651 3.88431 -0.031 -0.039 -0.162 -1.509
S 1.17030 -0.73502 2.57011 -0.076 -0.385 0.228 -0.442
H 1.12725 -5.18249 0.61269 0.013 -0.135 -0.028 0.373
H 0.84998 -5.21381 2.35896 -0.026 -0.145 0.036 0.333
H 2.48248 -4.97924 1.72715 0.080 -0.111 -0.002 0.366
H 2.31409 -3.99102 3.87504 0.035 -0.160 0.023 0.401
H 1.33949 -2.75316 4.68273 -0.002 -0.034 0.126 0.266
H 2.95376 -2.35982 4.11335 0.092 -0.009 0.094 0.309
C 2.31952 4.12389 3.07869 0.401 0.144 -0.238 -0.939
N 1.09995 3.38072 3.27385 -0.100 -0.061 -0.139 0.187
C 0.37279 3.46126 4.39876 -0.401 -0.230 0.277 -0.027
C -0.70153 2.65611 4.59665 0.072 0.075 0.120 -1.232
C -0.98854 1.71374 3.56798 0.420 0.562 -0.108 0.685
N -0.34270 1.73004 2.42629 -0.633 -0.450 0.252 0.194
C 0.72312 2.50938 2.23052 0.216 0.438 0.411 -0.120
O 1.39515 2.49250 1.21519 0.372 0.145 -0.135 -0.545
N -1.95122 0.78453 3.70825 -0.246 -0.052 0.065 -0.239
H 2.46907 4.82045 3.89951 -0.064 0.009 0.028 0.344
H 2.27152 4.65664 2.12801 0.046 0.030 0.126 0.273
H 3.15996 3.43008 3.02475 0.010 0.080 0.001 0.278
H 0.69611 4.18506 5.13745 0.007 -0.044 -0.053 0.331
H -1.28962 2.70195 5.49730 0.013 0.058 0.112 0.438
H -1.86170 0.01759 3.05817 -0.014 -0.130 0.170 0.134
H -2.30120 0.59108 4.63182 0.041 -0.096 -0.107 0.212
```
Forces are in eV/Å.

[2]
Entry from the Open Molecules 2025 dataset: C13H8AsMgNO10S as an isolated structure at a distorted geometry (the ωB97M-V functional and the def2-TZVPD basis).

Computed properties:
Frontier orbital gap ... 7.3 eV
Charge ... -2

```
35
Properties=species:S:1:pos:R:3:forces:R:3:mulliken_charge:R:1
Mg 0.33754 1.10782 -0.51023 -0.066 0.811 -1.501 0.892
O -4.70711 -2.06386 -3.15606 -0.344 -0.299 0.587 -0.711
C -4.04571 -1.30148 -3.86230 0.402 0.495 0.364 0.431
O -4.00135 -1.19194 -5.09423 0.116 0.189 -0.687 -0.736
C -3.08342 -0.31667 -3.08669 -0.064 -0.251 -0.304 0.314
C -2.13317 0.40712 -3.80180 -0.105 -0.018 0.042 -0.661
C -1.21701 1.18036 -3.11872 -0.053 0.089 -0.304 -0.135
N -1.21015 1.28776 -1.79440 -0.366 -0.028 -0.392 -0.440
C -2.15001 0.63851 -1.09826 -0.655 -0.337 -0.623 0.720
C -3.09142 -0.17817 -1.70424 -0.077 0.075 0.041 -0.760
C -2.08060 0.75515 0.39255 -2.047 -0.894 0.737 0.430
O -2.86825 0.22262 1.14663 0.561 0.382 -0.493 -0.662
O -1.07530 1.52453 0.70295 -0.803 0.596 -0.215 0.045
H -2.12131 0.31570 -4.87866 -0.002 0.012 -0.017 0.441
H -0.44819 1.74812 -3.63186 0.044 -0.112 -0.061 0.433
H -3.80077 -0.72521 -1.10265 -0.040 -0.038 0.018 0.548
O 3.62090 2.62975 1.41030 -0.716 -0.220 0.164 -0.703
As 1.74126 2.31192 1.63720 1.207 1.524 2.249 0.459
O -0.69194 1.62849 2.03287 0.538 0.018 1.235 -0.779
O 1.33573 2.50698 0.02052 0.696 0.980 -0.372 -0.694
C 2.02365 0.37244 2.12318 -0.015 -0.078 -0.344 0.510
C 2.32772 0.29017 3.48486 -0.038 0.342 -0.197 -0.729
C 2.49765 -0.91127 4.14321 0.074 -0.037 0.000 -0.563
C 2.36059 -2.09479 3.43436 -0.035 -0.004 -0.020 -0.522
C 2.07754 -2.04127 2.08186 0.176 -0.398 0.047 -0.825
C 1.93233 -0.82567 1.42921 -0.040 -0.253 -0.089 0.445
S 1.41725 -1.01494 -0.27780 1.610 -2.541 -0.275 1.698
O 1.86353 -2.31546 -0.72362 -0.185 0.285 0.276 -0.770
O -0.04137 -0.85347 -0.21035 -0.102 -0.061 0.095 -0.688
O 1.95270 0.08507 -1.10130 0.089 -0.025 0.291 -0.696
H 3.68944 2.51884 0.46030 0.256 -0.060 -0.399 0.260
H 2.41399 1.23157 4.01991 0.004 -0.057 0.127 0.324
H 2.73702 -0.93571 5.20097 -0.040 0.055 -0.011 0.348
H 2.46148 -3.04863 3.93519 0.025 -0.065 -0.025 0.348
H 1.97674 -2.94437 1.49710 -0.004 -0.077 0.058 0.426
```
Forces are in eV/Å.

[3]
Entry from the Open Molecules 2025 dataset: a 6-piece molecular cluster, C30H20BF4O20 overall at a distorted geometry (the ωB97M-V functional and the def2-TZVPD basis).

Computed properties:
Frontier orbital gap ... 6.1 eV
Charge ... -1

```
75
Properties=species:S:1:pos:R:3:forces:R:3:mulliken_charge:R:1
B 0.69601 -1.37767 2.30960 2.819 0.240 0.478 0.328
F 1.68072 -1.58638 3.35051 -0.317 0.046 -0.198 -0.438
F 0.18933 -0.11375 2.47319 -1.055 0.622 0.276 -0.467
F 1.48287 -1.29422 1.09853 -0.745 -0.592 0.123 -0.140
F -0.19644 -2.40357 2.40937 -0.667 -0.407 -0.764 -0.418
C -4.61073 -0.60819 0.28386 -3.410 -1.246 1.131 -0.839
C -5.86045 -1.31569 0.69440 3.984 2.289 -4.217 0.203
C -6.01377 -2.04860 1.98304 1.150 -0.380 1.785 0.806
O -7.01364 -2.69446 2.28366 -0.298 0.498 -1.164 -0.657
C -4.90364 -1.94460 2.88170 7.336 4.258 -1.277 -0.783
C -3.55617 -1.14742 2.50772 -3.510 -2.974 2.887 0.365
C -3.41921 -0.60523 1.13970 1.923 2.001 -1.288 0.746
O -2.31561 -0.06895 0.80921 -3.020 -1.601 0.957 -0.189
O -2.50239 -0.92760 3.39785 -3.009 0.058 -2.942 -0.587
O -6.86814 -1.52079 -0.23033 1.518 0.337 2.416 -0.557
H -4.49936 0.06758 -0.60468 -0.463 -1.300 0.632 0.307
H -4.71029 -2.09746 3.91158 -1.271 -1.059 0.919 0.466
H -1.95921 -0.27215 2.87680 0.267 -0.538 0.477 0.248
H -7.39007 -2.12238 0.32822 -1.042 -0.280 -0.433 0.368
C 0.62944 -0.25937 -4.66619 -6.156 0.787 6.245 -0.969
C -0.77129 -0.09650 -4.23468 6.335 -1.286 -2.740 0.202
C -1.11118 -0.05789 -2.85234 -2.234 -1.187 4.664 0.362
O -2.30370 -0.10771 -2.43373 1.505 0.594 -2.033 -0.623
C -0.09402 -0.24311 -1.83183 7.130 0.908 -5.127 0.007
C 1.42384 -0.25738 -2.25642 -6.036 -1.600 4.063 0.307
C 1.71383 -0.24510 -3.72337 -0.201 0.055 -0.071 -0.004
O 2.83807 -0.21792 -4.14926 1.640 -0.036 0.075 -0.603
O 2.36947 -0.63613 -1.36557 0.719 0.906 -5.923 -0.390
O -1.63786 -0.19517 -5.18448 -5.516 0.651 -0.296 -0.615
H 0.83918 -0.08937 -5.60969 1.060 0.273 -4.602 0.765
H -0.31549 -0.11684 -0.84973 -0.850 -0.048 2.725 0.865
H 2.17402 -0.57739 -0.47870 -1.548 0.146 3.515 0.296
H -2.68110 -0.10527 -4.86615 4.040 -0.300 -0.461 0.403
C -0.79026 -3.78817 -3.24448 7.351 -0.579 -0.479 -0.715
C 0.84240 -3.74040 -3.08831 -10.517 -0.785 -3.233 0.061
C 1.47357 -3.84062 -1.83061 3.362 -0.454 4.690 0.993
O 2.75618 -3.96013 -1.81156 -3.566 0.536 -0.362 -0.727
C 0.63504 -3.83763 -0.62357 -7.556 0.282 -4.429 -1.048
C -0.99690 -3.74331 -0.76605 6.943 -0.929 3.165 0.581
C -1.64553 -3.84918 -2.08342 3.847 1.068 -0.779 0.336
O -2.78699 -3.64583 -2.20818 -5.265 0.060 -0.013 -0.518
O -1.73539 -3.65100 0.36551 -0.317 -0.444 -3.547 -0.430
O 1.61053 -3.62464 -4.14733 -5.810 -1.590 -2.737 -0.489
H -1.24521 -3.83395 -4.26215 0.621 0.180 1.066 0.413
H 0.78434 -3.68287 0.36236 1.894 0.285 2.778 0.711
H -1.18938 -3.40635 1.09340 1.119 0.483 1.339 0.376
H 2.27361 -3.36582 -3.65302 7.944 2.123 2.631 0.382
C 0.48511 4.18057 -0.24208 -2.539 -5.329 3.881 -0.928
C -0.02645 3.06031 0.69835 2.915 3.378 -2.832 0.481
C -1.16269 3.32489 1.59638 -0.676 -2.563 0.520 0.614
O -1.56248 2.37669 2.29386 0.304 1.467 -0.514 -0.595
C -1.73635 4.59807 1.55884 -0.414 7.150 -3.508 -0.608
C -1.25890 5.74493 0.58594 -2.289 -3.385 4.059 0.430
C -0.21205 5.40185 -0.41605 1.330 2.162 -0.765 0.289
O 0.11291 6.26258 -1.26462 -0.750 -1.389 1.182 -0.634
O -1.75428 7.05210 0.60740 -2.451 -3.814 0.367 -0.481
O 0.62613 1.93855 0.87518 3.632 9.506 -6.588 0.319
H 1.32542 3.96115 -0.83042 0.911 -0.203 -0.714 0.579
H -2.66592 4.83464 2.11140 0.850 -0.336 -0.050 0.264
H -2.74801 6.84444 0.85228 2.684 1.215 -0.362 0.369
H 0.43143 1.21860 1.26481 -3.698 -7.897 5.362 0.185
C 6.43312 1.48504 1.69047 -9.711 3.291 0.472 -1.248
C 5.52725 2.55398 1.45908 1.976 0.430 -1.298 0.450
C 4.06981 2.46026 1.72983 -2.939 -2.299 0.951 0.482
O 3.21497 3.35187 1.67817 2.083 0.185 -0.446 -0.651
C 3.57647 1.10874 2.09838 4.009 -5.014 1.305 -0.105
C 4.59041 -0.07683 2.36391 -5.197 3.710 0.047 0.164
C 6.01770 0.22302 2.23297 1.977 -2.252 -0.503 0.567
O 6.88540 -0.65248 2.41720 -1.524 1.297 0.117 -0.600
O 4.25216 -1.29504 2.82318 4.310 2.043 -1.395 -0.474
O 5.90271 3.76307 0.83751 -0.802 -0.586 0.419 -0.575
H 7.35776 1.59840 1.60106 7.785 1.059 -1.148 0.751
H 2.52354 0.84535 2.31763 0.814 0.695 -0.295 0.366
H 3.35294 -1.32071 2.98550 -3.875 -0.336 0.594 0.532
H 5.15283 4.41261 0.56947 1.156 -2.252 1.217 0.367
```
Forces are in eV/Å.

[4]
Entry from the Open Molecules 2025 dataset: a 4-piece molecular cluster, C3H12O4 overall (the ωB97M-V functional and the def2-TZVPD basis).

Computed properties:
Frontier orbital gap ... 9.6 eV
SMILES ... C=C(C)O.O.O.O

```
19
Properties=species:S:1:pos:R:3:forces:R:3:mulliken_charge:R:1
C -1.17839 -0.94905 0.56625 0.602 -0.003 0.671 -0.799
C -0.05837 -0.64155 -0.06952 -0.003 0.012 -0.526 0.603
O -0.03309 0.34502 -1.05576 0.128 -0.120 0.317 -0.582
C 1.28151 -1.24683 0.19696 -0.215 -0.292 0.177 -0.980
H -1.08115 -1.64584 1.39299 -0.312 -0.051 -0.185 0.284
H -2.08063 -0.37830 0.45463 -0.293 -0.007 -0.244 0.306
H -0.41682 -0.00024 -1.87926 -0.054 0.131 -0.092 0.335
H 1.19262 -2.09178 0.88309 0.019 0.146 -0.022 0.334
H 1.93912 -0.51271 0.65902 0.074 0.060 -0.048 0.225
H 1.72948 -1.60037 -0.72928 0.080 0.063 -0.110 0.313
H 1.35423 2.32841 0.94956 0.009 0.052 -0.120 0.328
H 0.13801 1.85448 0.12870 0.119 0.047 -0.068 0.354
O 0.39255 2.33899 0.92998 -0.104 -0.089 0.184 -0.707
H -2.00929 -1.07374 -3.18200 -0.080 -0.129 -0.140 0.313
H -0.97208 -0.74630 -4.29183 -0.060 -0.085 0.046 0.296
O -1.25453 -0.52276 -3.40067 0.080 0.161 0.123 -0.646
H 0.43072 0.87827 2.37485 0.284 -0.090 0.212 0.348
H 0.13379 0.04330 3.61058 0.038 -0.063 0.110 0.304
O 0.86396 0.31486 3.04849 -0.312 0.258 -0.288 -0.628
```
Forces are in eV/Å.

Q: Which electronic energy values were calculated for the entries above? A: -3293.45065 -4141.55162 -3084.05993 -422.44271, in a.u..
Q: Which ΔE to the lowest compared entry with this formula, charge and spin values were calculated for the entries above? A: 14.4 143.4 61.1 11.8, in kcal per mole.